This record from the OMol25 dataset describes a molecular structure, C12H23BaN2O2P2. The level of theory is ωB97M-V with the def2-TZVPD basis set.

Properties
Frontier orbital gap   8.97 eV
Electronic energy   -1439.049405 a.u.
HOMO energy   -11.96 eV
Maximum force   2.02 eV/A

The geometry in ORCA input format:
```
! wB97M-V def2-TZVPD RIJCOSX def2/J DEFGRID3
* xyz 1 1
Ba -0.902 0.029 -1.028
P -0.028 2.460 0.527
C 1.678 2.676 -0.132
C 2.582 1.459 0.052
N 2.054 0.218 0.033
C 2.857 -0.839 0.272
C 4.247 -0.682 0.397
C 4.828 0.576 0.298
C 3.969 1.654 0.128
C 2.281 -2.242 0.396
P 0.652 -2.444 -0.397
H 4.380 2.653 0.051
H 4.891 -1.545 0.532
H 5.913 0.712 0.353
H 3.025 -2.861 -0.137
H 2.227 -2.468 1.484
H 1.681 2.856 -1.238
H 2.189 3.478 0.437
H -0.155 0.365 -4.924
O 0.532 1.047 -4.732
H 0.968 1.160 -5.605
H -2.045 -2.667 -3.647
O -1.692 -2.596 -4.557
H -2.251 -3.214 -5.070
C 1.196 -3.067 -2.037
H 1.761 -4.006 -1.913
H 0.281 -3.253 -2.630
H 1.833 -2.334 -2.568
C 0.028 -3.975 0.380
H -0.948 -4.184 -0.102
H 0.719 -4.819 0.205
H -0.126 -3.831 1.469
C 0.189 3.113 2.218
H 0.546 4.157 2.200
H -0.812 3.065 2.690
H 0.901 2.490 2.791
C -0.851 3.880 -0.301
H -1.901 3.859 0.046
H -0.371 4.822 0.017
H -0.831 3.798 -1.408
N -4.804 -0.584 -0.318
C -3.638 -0.457 -0.205
*
```